# 1
A molecular structure, C24H41Br3F4Li2N6O8S at a distorted geometry, computed with ωB97M-V with the def2-TZVPD basis set.

Positions of all 89 atoms, in Å:
N1 -0.58 1.18 -3.28
C1 -0.13 2.05 -4.29
N2 -1.12 3.22 -4.60
C2 -2.52 2.80 -4.46
F1 -2.80 2.68 -3.21
F2 -3.26 3.80 -4.91
C3 -2.99 1.54 -5.28
F3 -3.71 0.87 -4.41
F4 -3.71 1.89 -6.30
H1 -0.96 1.63 -2.47
H2 -1.17 0.44 -3.62
H3 0.06 1.50 -5.18
H4 0.81 2.51 -4.03
H5 -0.93 4.01 -3.98
H6 -0.97 3.57 -5.55
H7 -2.22 0.84 -5.59
C4 -4.13 0.78 -1.28
C5 -4.29 -0.68 -0.92
C6 -4.71 -0.88 0.53
C7 -3.62 -0.28 1.30
N3 -2.66 0.20 1.65
H8 -3.36 1.26 -0.67
H9 -3.81 0.87 -2.31
H10 -5.06 1.34 -1.16
H11 -3.35 -1.20 -1.07
H12 -5.02 -1.14 -1.59
H13 -4.82 -1.93 0.76
H14 -5.66 -0.40 0.76
C8 2.83 -2.49 -4.26
C9 2.71 -1.58 -5.47
C10 4.03 -1.06 -6.03
O1 3.64 0.19 -6.62
C11 2.57 0.63 -5.94
O2 2.10 1.72 -6.00
O3 2.06 -0.33 -5.14
H15 3.74 -3.09 -4.30
H16 2.82 -1.92 -3.34
H17 1.98 -3.17 -4.23
H18 2.13 -2.07 -6.25
H19 4.45 -1.73 -6.80
H20 4.79 -0.87 -5.25
O4 -0.22 1.18 3.36
H21 -1.17 1.14 3.18
C12 6.49 -1.40 2.75
C13 6.36 -1.50 1.25
N4 5.06 -1.06 0.76
C14 3.82 -1.33 1.31
C15 2.90 -0.76 0.52
N5 3.58 -0.17 -0.53
C16 4.88 -0.36 -0.36
C17 2.98 0.54 -1.65
H22 5.81 -2.08 3.27
H23 7.52 -1.67 3.03
H24 6.29 -0.39 3.11
H25 6.51 -2.53 0.92
H26 7.12 -0.89 0.76
H27 3.74 -1.91 2.22
H28 1.82 -0.71 0.56
H29 5.66 -0.02 -1.02
H30 3.24 0.02 -2.56
H31 3.37 1.56 -1.68
H32 1.90 0.57 -1.54
Br1 -5.74 -3.84 4.59
C18 -6.94 -2.47 3.91
C19 -7.96 -3.03 2.95
Br2 -7.16 -3.39 1.20
H33 -6.31 -1.70 3.46
H34 -7.44 -2.06 4.78
H35 -8.74 -2.30 2.76
H36 -8.43 -4.00 3.30
N6 -1.50 3.63 8.81
C20 -1.96 3.97 7.61
C21 -1.65 3.29 6.44
C22 -0.81 2.19 6.52
C23 -0.31 1.82 7.76
C24 -0.69 2.57 8.87
H37 -2.62 4.83 7.60
H38 -2.06 3.61 5.50
H39 -0.54 1.64 5.63
H40 0.35 0.98 7.86
H41 -0.33 2.31 9.86
O5 2.40 0.00 4.35
S1 3.01 -0.46 3.08
O6 2.02 -1.35 2.43
O7 4.24 -1.20 3.33
O8 3.26 0.71 2.23
Li1 5.89 -2.38 -5.66
Li2 8.68 -2.69 4.00
Br3 -9.47 -5.64 3.97

Summary:
F_max: 11.08 eV/Å
orbital gap: 1.26 eV
ΔE to the lowest compared entry with this formula, charge and spin: 41.4 kcal per mole
electronic energy: -10403.56671 Ha

Atom charges from the Mulliken analysis, given in e for atoms 1 to 4:
1. N -0.36
2. C -1.17
3. N -0.02
4. C 0.64


# 2
A molecular structure, C27H30N6O4S2Se2V, computed with ωB97M-V with the def2-TZVPD basis set.

Positions of all 72 atoms, in Å:
V1 -0.54 -0.32 0.42
C1 3.13 -1.12 2.85
N1 3.44 -1.54 1.49
C2 4.28 -2.58 1.17
C3 4.36 -2.62 -0.18
N2 3.56 -1.61 -0.66
C4 3.42 -1.30 -2.08
C5 3.00 -0.95 0.37
Se1 1.88 0.57 0.24
H1 3.89 -1.53 3.51
H2 2.15 -1.49 3.15
H3 3.14 -0.03 2.91
H4 4.74 -3.19 1.92
H5 4.89 -3.29 -0.83
H6 4.37 -1.50 -2.57
H7 3.17 -0.25 -2.19
H8 2.64 -1.92 -2.53
C6 -1.08 7.99 1.02
C7 -1.03 6.56 0.61
C8 -0.90 5.54 1.56
C9 -0.84 4.21 1.21
C10 -0.69 3.18 2.29
C11 -0.91 3.88 -0.18
C12 -0.86 2.56 -0.65
O1 -0.80 1.52 0.07
C13 -1.03 4.91 -1.17
C14 -1.10 4.62 -2.64
C15 -1.09 6.22 -0.75
H9 -1.15 8.10 2.10
H10 -1.93 8.49 0.56
H11 -0.18 8.51 0.68
H12 -0.85 5.81 2.61
H13 -0.63 3.67 3.26
H14 0.21 2.58 2.14
H15 -1.54 2.50 2.29
H16 -0.87 2.40 -1.72
H17 -0.17 4.18 -3.01
H18 -1.26 5.55 -3.19
H19 -1.93 3.96 -2.90
H20 -1.19 7.01 -1.48
C16 -0.69 -3.85 2.66
N3 -1.85 -3.00 2.94
C17 -3.11 -3.47 3.22
C18 -3.91 -2.39 3.43
N4 -3.11 -1.29 3.27
C19 -1.86 -1.66 2.96
S1 -0.50 -0.61 2.70
H21 -0.90 -4.85 3.03
H22 0.18 -3.45 3.19
H23 -0.48 -3.88 1.59
H24 -3.33 -4.52 3.26
H25 -4.95 -2.32 3.67
H26 -3.41 -0.33 3.33
O2 0.76 -6.11 -1.75
S2 1.42 -4.86 -1.87
O3 2.84 -4.76 -1.99
N5 0.97 -3.88 -0.57
C20 0.38 -2.84 -1.02
O4 0.00 -1.87 -0.19
C21 0.14 -2.72 -2.47
C22 -0.49 -1.72 -3.19
C23 -0.58 -1.87 -4.57
C24 -0.05 -3.00 -5.20
C25 0.58 -4.00 -4.47
C26 0.66 -3.83 -3.11
H27 -0.91 -0.85 -2.70
H28 -1.07 -1.12 -5.16
H29 -0.14 -3.10 -6.27
H30 0.99 -4.88 -4.96
Se2 -5.29 -0.98 0.10
C27 -3.59 -0.74 0.17
N6 -2.41 -0.57 0.24

Summary:
F_max: 0.60 eV/Å
multiplicity: 2
total charge: +2
orbital gap (alpha / beta): 5.89 / 6.54 eV
ΔE to the lowest compared entry with this formula, charge and spin: 0.0 kcal per mole
electronic energy: -8219.18571 Ha

Atom charges from the Mulliken analysis, given in e for atoms 1 to 4:
1. V 0.96
2. C -0.78
3. N 0.30
4. C -0.62


# 3
A single C4H7NO molecule at a distorted geometry, computed with ωB97M-V with the def2-TZVPD basis set.

Positions of all 13 atoms, in Å:
O1 2.01 0.47 0.64
C1 1.19 0.15 -0.35
C2 0.31 -1.08 -0.18
C3 -1.00 -0.35 -0.04
N1 -0.72 0.89 0.71
C4 -0.81 0.92 -0.76
H1 1.77 0.03 1.48
H2 1.50 0.58 -1.27
H3 0.57 -1.67 0.70
H4 0.41 -1.70 -1.08
H5 -1.93 -0.87 0.16
H6 -1.52 1.25 1.20
H7 -1.76 1.37 -1.15

Summary:
F_max: 1.20 eV/Å
orbital gap (alpha / beta): 7.96 / 7.96 eV
ΔE to the lowest compared entry with this formula, charge and spin: 135.3 kcal per mole
electronic energy: -286.41599 Ha

Atom charges from the natural (NBO) analysis, given in e for atoms 1 to 4:
1. O -0.63
2. C 0.36
3. C -0.49
4. C -0.13


# 4
A molecular structure, C4H4ClIN2NaO5P2 at a distorted geometry, computed with ωB97M-V with the def2-TZVPD basis set.

Positions of all 20 atoms, in Å:
O1 -0.06 3.07 0.08
P1 0.47 2.08 -0.86
N1 0.09 0.41 -0.39
C1 -1.22 -0.01 -0.12
C2 -2.50 0.87 -0.14
O2 -2.77 1.59 -1.09
O3 -3.23 0.71 0.89
C3 -1.19 -1.31 0.19
I1 -2.87 -2.44 0.69
N2 0.14 -1.77 0.14
Cl1 0.69 -3.32 0.49
C4 0.87 -0.69 -0.21
P2 2.75 -0.53 -0.44
O4 3.44 -1.88 0.23
O5 3.14 0.67 0.67
H1 -0.01 2.23 -2.19
H2 1.88 2.22 -0.92
H3 3.27 -1.84 1.19
H4 2.31 1.02 1.04
Na1 -5.20 -1.07 0.73

Summary:
F_max: 2.53 eV/Å
total charge: +1
orbital gap: 7.85 eV
electronic energy: -2243.19757 Ha

Atom charges from the natural (NBO) analysis, given in e for atoms 1 to 4:
1. O -1.00
2. P 1.62
3. N -0.62
4. C 0.04